Entry P
Computed, not measured: a cluster of 2 separate species, C5H8N2O2 in total, with ωB97M-V/def2-TZVPD.

Each line ends with the natural charge from an NBO analysis.
Geometry (Å):
C  -0.101  0.806  -1.308  -0.09
C  3.640  -0.500  0.420  1.03
C  -0.006  2.190  -0.659  -0.25
C  0.952  -1.286  -0.618  0.18
C  0.807  -2.722  -0.132  -0.70
N  0.249  -0.329  -0.806  -0.30
N  -0.780  2.354  0.523  -0.83
O  3.094  -0.160  1.382  -0.53
O  4.183  -0.878  -0.520  -0.51
H  -0.290  0.697  -2.401  0.19
H  1.082  2.347  -0.549  0.17
H  -0.305  2.843  -1.507  0.20
H  -0.281  -2.911  0.180  0.22
H  1.476  -2.786  0.703  0.24
H  1.298  -3.326  -0.974  0.25
H  -0.266  1.874  1.226  0.36
H  -1.014  3.267  0.782  0.37

## Properties
HOMO: -7.1 eV
LUMO energy: 0.6102 eV
Kohn-Sham gap: 7.7 eV

---

Entry Q
Computed, not measured: the molecule C5H8N2O2, with ωB97M-V/def2-TZVPD.

Each line ends with the natural charge from an NBO analysis.
Geometry (Å):
C  1.647  1.146  0.154  -0.54
C  -1.623  -2.219  0.964  -0.65
C  1.357  1.566  -1.182  -0.39
C  0.089  1.043  0.829  0.71
C  -0.996  -1.025  0.295  0.37
N  -1.288  -0.870  -1.001  -0.05
N  -0.291  -0.192  1.036  -0.48
O  -0.348  -0.322  -1.770  -0.47
O  -0.428  2.109  1.053  -0.56
H  2.186  0.208  0.243  0.23
H  2.039  1.914  0.820  0.26
H  -0.852  -2.977  1.125  0.24
H  -2.394  -2.645  0.326  0.24
H  -2.041  -1.946  1.931  0.23
H  0.959  2.560  -1.341  0.23
H  1.812  1.067  -2.031  0.22
H  0.174  0.584  -1.449  0.41

## Properties
HOMO (spin up / spin down): -9.5 / -8.8 eV
LUMO energy (spin up / spin down): -1.4607 / -1.7349 eV
Kohn-Sham gap (spin up / spin down): 8.0 / 7.1 eV

---

Relative energies, in kcal/mol, with the most stable structure set to zero: entry P 0.0; entry Q 66.0.

---

Entry P
Computed, not measured: the ion C3H8NOS with charge +1, with ωB97M-V/def2-TZVPD.

Each line ends with the natural charge from an NBO analysis.
Geometry (Å):
N  1.335  -1.246  0.945  -0.67
C  0.214  -0.323  0.609  -0.17
C  -0.762  -1.212  -0.230  0.43
O  -0.542  -2.384  -0.321  -0.49
C  0.690  0.956  -0.110  -0.55
S  -0.777  1.976  -0.436  0.01
H  1.716  -1.759  0.146  0.46
H  2.107  -0.784  1.437  0.45
H  0.984  -1.941  1.612  0.46
H  -0.382  -0.121  1.503  0.25
H  -1.469  -0.648  -0.847  0.18
H  1.253  1.524  0.621  0.25
H  1.142  0.608  -1.037  0.25
H  -0.664  2.212  -1.748  0.16

## Properties
charge: +1
HOMO: -13.4 eV
LUMO energy: -3.9307 eV
Kohn-Sham gap: 9.5 eV
SMILES: [NH3+][C@H](C=O)CS

---

Entry Q
Computed, not measured: a cluster of 2 separate species, C3H8NOS in total, with ωB97M-V/def2-TZVPD.

Each line ends with the natural charge from an NBO analysis.
Geometry (Å):
C  0.507  0.302  0.940  0.72
C  1.528  -1.953  0.549  -0.63
C  0.442  -0.914  0.448  -0.43
N  -1.379  2.007  -0.488  -0.92
O  0.233  1.338  1.422  -0.50
S  -0.929  -1.047  -0.691  0.14
H  -2.361  2.432  -0.380  0.46
H  1.963  -2.234  -0.465  0.24
H  2.368  -1.841  1.157  0.26
H  0.950  -2.872  0.900  0.25
H  -0.931  2.570  -1.156  0.43
H  -0.866  1.953  0.355  0.44
H  -1.340  0.915  -0.789  0.41
H  -0.185  -0.655  -1.802  0.15

## Properties
charge: +1
HOMO: -13.4 eV
LUMO energy: -4.1332 eV
Kohn-Sham gap: 9.3 eV

---

Relative energies, in kcal/mol, with the most stable structure set to zero: entry P 0.0; entry Q 17.5.